No. 1
Below is an isolated molecule of C4H5NO, with properties calculated with wB97M-V/def2-TZVPD.

SMILES string = C=C/C=C1/NO1
LUMO energy = 0.95 eV
Strongest force on any atom = 0.2 eV Å⁻¹
HOMO-LUMO gap = 9.6 eV
Charge = 0
HOMO energy = -8.70 eV

Positions of all 11 atoms, in Å:
N (-1.170, 2.226, -0.264)
C (-0.519, 1.000, -0.289)
C (0.011, -0.001, -0.969)
C (0.607, -1.157, -0.287)
C (0.389, -1.490, 0.987)
O (-0.774, 1.397, 0.956)
H (-0.465, 2.969, -0.253)
H (0.030, 0.074, -2.050)
H (1.297, -1.748, -0.886)
H (0.909, -2.326, 1.444)
H (-0.314, -0.945, 1.612)

=====

No. 2
Below is a cluster of 17 separate species, C74H195N13O24 in total at a distorted geometry, with properties calculated with wB97M-V/def2-TZVPD.

LUMO energy = 0.67 eV
Strongest force on any atom = 3.1 eV Å⁻¹
HOMO-LUMO gap = 9.1 eV
Charge = 0
HOMO energy = -8.40 eV

Positions of all 306 atoms, in Å:
C (-2.503, -2.937, 2.940)
C (-1.941, -4.054, 2.036)
C (-0.433, -4.012, 2.082)
O (0.136, -5.101, 1.398)
C (1.541, -5.258, 1.631)
N (-2.215, -5.371, 2.646)
H (-2.233, -1.909, 2.647)
H (-2.282, -3.195, 3.961)
H (-3.634, -3.018, 2.908)
H (-2.320, -3.887, 0.983)
H (-0.159, -4.047, 3.128)
H (-0.013, -3.054, 1.724)
H (1.743, -5.776, 2.562)
H (2.002, -4.277, 1.674)
H (1.995, -5.817, 0.808)
H (-1.637, -6.091, 2.130)
H (-3.220, -5.481, 2.677)
C (0.032, 5.898, 2.000)
C (-0.838, 4.772, 1.357)
C (-1.116, 5.088, -0.083)
O (-1.696, 6.359, -0.183)
C (-2.009, 6.591, -1.547)
N (-0.148, 3.473, 1.566)
H (-0.562, 6.808, 2.087)
H (0.921, 6.082, 1.423)
H (0.330, 5.536, 2.968)
H (-1.812, 4.712, 1.861)
H (-1.706, 4.317, -0.645)
H (-0.172, 5.165, -0.633)
H (-2.105, 7.651, -1.709)
H (-2.832, 5.968, -1.905)
H (-1.192, 6.299, -2.253)
H (-0.810, 2.780, 1.195)
H (-0.171, 3.332, 2.592)
C (2.813, -1.038, 1.592)
C (4.276, -1.372, 1.340)
C (5.198, -0.762, 2.399)
O (5.122, 0.639, 2.496)
C (5.501, 1.305, 1.338)
N (4.395, -2.820, 1.296)
H (2.108, -1.453, 0.871)
H (2.628, 0.054, 1.723)
H (2.542, -1.391, 2.570)
H (4.602, -1.001, 0.352)
H (6.212, -1.039, 2.044)
H (5.090, -1.127, 3.420)
H (6.084, 0.625, 0.717)
H (6.057, 2.216, 1.622)
H (4.608, 1.600, 0.757)
H (5.291, -3.103, 0.969)
H (4.226, -3.273, 2.193)
C (2.574, 3.301, -2.151)
C (3.489, 4.445, -1.759)
C (2.742, 5.593, -1.141)
O (1.868, 6.163, -2.145)
C (1.625, 7.538, -1.909)
N (4.595, 3.943, -0.954)
H (3.038, 2.476, -2.726)
H (1.723, 3.674, -2.681)
H (2.174, 2.948, -1.186)
H (3.990, 4.787, -2.680)
H (3.573, 6.316, -0.943)
H (2.215, 5.407, -0.199)
H (0.892, 7.880, -2.602)
H (2.547, 8.108, -2.002)
H (1.158, 7.667, -0.930)
H (5.310, 4.622, -0.765)
H (4.299, 3.641, -0.049)
C (-4.664, -1.311, 5.542)
C (-5.895, -0.574, 5.954)
C (-5.422, 0.716, 6.632)
O (-6.512, 1.423, 7.109)
C (-6.198, 2.705, 7.665)
N (-6.842, -0.363, 4.858)
H (-4.070, -0.711, 4.816)
H (-4.960, -2.340, 5.174)
H (-3.958, -1.469, 6.412)
H (-6.392, -1.246, 6.686)
H (-4.758, 1.298, 5.988)
H (-4.816, 0.413, 7.500)
H (-7.021, 3.086, 8.232)
H (-6.027, 3.444, 6.828)
H (-5.297, 2.655, 8.305)
H (-7.739, -0.142, 5.288)
H (-6.548, 0.441, 4.284)
C (-5.793, -0.944, -4.887)
C (-6.046, -1.860, -3.707)
C (-7.303, -1.457, -2.952)
O (-7.282, -0.144, -2.598)
C (-8.463, 0.339, -1.971)
N (-6.045, -3.224, -4.235)
H (-6.746, -0.935, -5.441)
H (-4.928, -1.236, -5.483)
H (-5.658, 0.065, -4.492)
H (-5.176, -1.679, -3.019)
H (-7.473, -2.176, -2.090)
H (-8.140, -1.594, -3.647)
H (-8.342, 1.416, -2.072)
H (-8.429, 0.118, -0.904)
H (-9.428, -0.019, -2.467)
H (-6.851, -3.303, -4.795)
H (-5.975, -4.013, -3.587)
C (3.823, 4.199, 3.115)
C (2.672, 3.212, 2.922)
O (2.539, 2.851, 1.560)
H (4.831, 3.843, 2.912)
H (3.904, 4.583, 4.133)
H (3.667, 4.985, 2.372)
H (1.740, 3.691, 3.350)
H (2.870, 2.292, 3.513)
H (1.626, 3.080, 1.313)
C (-4.792, 2.828, 1.728)
C (-3.840, 1.725, 2.258)
O (-2.773, 1.556, 1.349)
H (-5.347, 2.560, 0.798)
H (-4.039, 3.612, 1.521)
H (-5.550, 3.053, 2.474)
H (-4.378, 0.743, 2.459)
H (-3.490, 2.040, 3.228)
H (-2.936, 0.730, 0.862)
C (-2.375, -1.743, -3.673)
C (-2.703, -3.106, -3.211)
O (-3.058, -3.123, -1.824)
H (-2.411, -1.771, -4.735)
H (-1.410, -1.434, -3.368)
H (-3.021, -0.989, -3.260)
H (-1.898, -3.794, -3.320)
H (-3.526, -3.455, -3.799)
H (-2.869, -4.014, -1.545)
C (-0.374, 0.439, -0.435)
C (-1.005, -0.892, -0.241)
O (-2.459, -0.802, -0.260)
H (-0.849, 1.251, 0.111)
H (-0.521, 0.774, -1.454)
H (0.702, 0.373, -0.247)
H (-0.790, -1.319, 0.729)
H (-0.637, -1.555, -1.040)
H (-2.754, -1.572, -0.798)
C (7.150, 4.578, 2.007)
O (7.093, 4.379, 0.631)
C (8.237, 3.581, 0.193)
C (8.109, 3.298, -1.295)
N (7.163, 2.223, -1.561)
C (7.229, 1.759, -2.910)
C (6.348, 0.592, -3.212)
O (6.857, -0.577, -2.604)
C (6.043, -1.706, -2.673)
H (7.075, 3.595, 2.550)
H (6.224, 5.088, 2.331)
H (8.112, 5.002, 2.318)
H (8.326, 2.663, 0.813)
H (9.171, 4.160, 0.486)
H (9.046, 2.850, -1.630)
H (7.976, 4.299, -1.827)
H (6.255, 2.677, -1.329)
H (8.235, 1.569, -3.065)
H (7.054, 2.526, -3.613)
H (6.286, 0.436, -4.314)
H (5.331, 0.915, -2.807)
H (5.011, -1.516, -2.413)
H (6.383, -2.373, -1.917)
H (6.058, -2.233, -3.614)
C (3.249, -5.438, 9.131)
O (2.693, -5.115, 7.852)
C (1.300, -5.184, 7.815)
C (0.861, -4.449, 6.525)
N (1.499, -3.138, 6.571)
C (1.365, -2.258, 5.433)
C (2.222, -1.033, 5.511)
O (3.603, -1.307, 5.619)
C (4.323, -0.139, 5.965)
H (2.632, -6.200, 9.619)
H (3.260, -4.553, 9.739)
H (4.286, -5.828, 8.895)
H (0.882, -4.644, 8.668)
H (0.952, -6.213, 7.882)
H (-0.213, -4.404, 6.332)
H (1.372, -5.044, 5.736)
H (2.500, -3.275, 6.690)
H (0.317, -1.905, 5.274)
H (1.648, -2.803, 4.487)
H (1.971, -0.469, 6.440)
H (2.036, -0.350, 4.636)
H (4.024, 0.211, 6.994)
H (4.088, 0.675, 5.243)
H (5.388, -0.312, 5.846)
C (-1.091, 6.090, -5.724)
O (-1.208, 5.191, -4.662)
C (-0.477, 3.942, -4.751)
C (-0.965, 3.084, -3.610)
N (-2.416, 2.854, -3.682)
C (-2.890, 1.880, -2.696)
C (-4.427, 1.977, -2.492)
O (-4.600, 3.332, -1.979)
C (-5.954, 3.719, -1.852)
H (-1.584, 7.009, -5.508)
H (-1.511, 5.606, -6.644)
H (-0.029, 6.269, -5.999)
H (0.579, 4.179, -4.748)
H (-0.657, 3.535, -5.774)
H (-0.600, 3.517, -2.652)
H (-0.504, 2.136, -3.773)
H (-2.886, 3.723, -3.511)
H (-2.368, 1.924, -1.735)
H (-2.564, 0.907, -3.090)
H (-4.725, 1.197, -1.766)
H (-4.950, 2.003, -3.437)
H (-5.967, 4.675, -1.351)
H (-6.538, 3.006, -1.212)
H (-6.423, 3.700, -2.864)
C (1.891, -0.406, -2.655)
O (2.330, -1.243, -3.654)
C (3.002, -0.495, -4.674)
C (3.336, -1.329, -5.886)
N (3.926, -0.456, -6.826)
C (4.540, -1.228, -7.901)
C (5.270, -0.289, -8.837)
O (4.332, 0.667, -9.348)
C (4.954, 1.701, -10.069)
H (2.615, 0.335, -2.323)
H (1.553, -1.118, -1.859)
H (1.055, 0.206, -3.047)
H (3.882, 0.050, -4.310)
H (2.266, 0.298, -5.001)
H (2.409, -1.810, -6.281)
H (4.065, -2.091, -5.554)
H (3.255, 0.222, -7.101)
H (3.787, -1.770, -8.501)
H (5.220, -1.944, -7.471)
H (5.675, -0.828, -9.691)
H (6.144, 0.191, -8.365)
H (5.609, 2.255, -9.406)
H (4.183, 2.352, -10.547)
H (5.549, 1.247, -10.876)
C (1.439, -3.795, -1.692)
O (2.239, -4.946, -1.805)
C (3.589, -4.580, -2.103)
C (4.315, -5.832, -2.694)
N (3.601, -6.483, -3.864)
C (3.764, -5.776, -5.109)
C (2.893, -6.416, -6.186)
O (1.521, -6.255, -5.863)
C (0.682, -6.592, -6.861)
H (0.459, -4.141, -1.334)
H (1.396, -3.313, -2.687)
H (1.936, -3.148, -0.926)
H (4.072, -4.121, -1.221)
H (3.486, -3.813, -2.888)
H (4.441, -6.589, -1.904)
H (5.309, -5.548, -3.059)
H (2.628, -6.637, -3.641)
H (4.821, -5.899, -5.488)
H (3.580, -4.698, -5.055)
H (3.068, -7.495, -6.289)
H (3.145, -5.950, -7.138)
H (-0.196, -5.971, -6.810)
H (0.277, -7.617, -6.784)
H (1.151, -6.487, -7.875)
C (-1.413, -6.576, -1.752)
O (-2.682, -5.897, -1.604)
C (-3.506, -6.551, -0.651)
C (-4.853, -5.766, -0.638)
N (-4.844, -4.657, 0.339)
C (-6.132, -3.927, 0.442)
C (-6.050, -2.908, 1.509)
O (-5.055, -1.999, 1.092)
C (-5.433, -1.164, 0.045)
H (-0.836, -6.581, -0.836)
H (-0.842, -6.138, -2.508)
H (-1.540, -7.622, -2.067)
H (-3.118, -6.564, 0.351)
H (-3.684, -7.541, -1.000)
H (-5.728, -6.434, -0.494)
H (-5.067, -5.314, -1.650)
H (-4.088, -4.100, 0.096)
H (-6.848, -4.778, 0.613)
H (-6.387, -3.486, -0.550)
H (-5.756, -3.372, 2.425)
H (-7.009, -2.380, 1.694)
H (-4.848, -0.232, 0.112)
H (-6.483, -0.981, -0.049)
H (-5.020, -1.558, -0.886)
C (0.038, 0.476, 3.094)
O (-0.266, 1.436, 4.076)
C (-1.041, 0.896, 5.182)
C (-1.506, 2.034, 6.063)
N (-2.345, 2.977, 5.332)
C (-2.574, 4.214, 6.078)
C (-3.299, 5.222, 5.238)
O (-2.565, 5.652, 4.091)
C (-3.335, 6.452, 3.234)
H (0.592, -0.387, 3.476)
H (0.664, 1.090, 2.414)
H (-0.895, 0.119, 2.579)
H (-0.391, 0.253, 5.799)
H (-1.916, 0.371, 4.742)
H (-0.591, 2.570, 6.402)
H (-1.925, 1.626, 6.974)
H (-1.973, 3.183, 4.456)
H (-1.567, 4.657, 6.380)
H (-3.208, 4.002, 6.914)
H (-3.416, 6.156, 5.814)
H (-4.225, 4.804, 4.841)
H (-2.822, 6.511, 2.234)
H (-3.508, 7.438, 3.651)
H (-4.325, 5.954, 3.103)

=====

No. 3
Below is a structure of composition C34H37MoN7O5S2, with properties calculated with wB97M-V/def2-TZVPD.

LUMO energy (alpha / beta) = -6.01 / -5.91 eV
Strongest force on any atom = 0.5 eV Å⁻¹
HOMO-LUMO gap (alpha / beta) = 6.5 / 6.6 eV
Charge = +2
Multiplicity = 3
HOMO energy (alpha / beta) = -12.52 / -12.53 eV
Expectation value of S² = 2.02

Positions of all 86 atoms, in Å:
Mo (-0.278, -0.695, -0.649)
C (-1.693, 1.369, 3.096)
C (-0.880, 1.039, 1.883)
N (-1.118, -0.043, 1.205)
N (-2.051, -0.928, 1.742)
C (-1.784, -2.157, 1.482)
S (-0.393, -2.687, 0.503)
S (-2.756, -3.480, 2.025)
C (-3.966, -2.653, 3.102)
C (-3.586, -2.605, 4.560)
C (-4.517, -2.997, 5.514)
C (-4.212, -2.932, 6.867)
C (-2.968, -2.481, 7.278)
C (-2.028, -2.099, 6.330)
C (-2.335, -2.159, 4.980)
C (0.262, 1.890, 1.520)
C (0.470, 3.095, 2.215)
C (1.608, 3.853, 2.046)
C (2.612, 3.407, 1.188)
C (2.440, 2.235, 0.483)
C (1.269, 1.485, 0.619)
O (1.185, 0.398, -0.160)
H (-1.109, 1.176, 3.999)
H (-1.969, 2.421, 3.098)
H (-2.587, 0.759, 3.138)
H (-4.135, -1.661, 2.684)
H (-4.883, -3.227, 2.969)
H (-5.489, -3.359, 5.201)
H (-4.946, -3.243, 7.599)
H (-2.725, -2.438, 8.331)
H (-1.048, -1.763, 6.646)
H (-1.589, -1.876, 4.247)
H (-0.266, 3.435, 2.927)
H (1.735, 4.768, 2.609)
H (3.530, 3.972, 1.082)
H (3.205, 1.858, -0.185)
O (-2.105, 2.851, -2.616)
C (-1.068, 2.454, -2.035)
O (-0.870, 1.314, -1.572)
C (0.067, 3.486, -1.875)
N (-0.407, 4.758, -2.544)
C (0.403, 4.964, -3.811)
C (1.038, 3.605, -4.058)
C (1.328, 3.103, -2.645)
H (0.237, 3.666, -0.814)
H (-0.352, 5.564, -1.926)
H (-1.399, 4.564, -2.767)
H (1.148, 5.728, -3.601)
H (-0.259, 5.317, -4.597)
H (1.932, 3.692, -4.672)
H (0.338, 2.944, -4.574)
H (2.191, 3.618, -2.222)
H (1.511, 2.033, -2.580)
C (1.970, -1.146, -4.415)
C (1.013, -0.833, -3.479)
N (0.907, -1.507, -2.318)
C (1.761, -2.506, -2.075)
C (2.784, -2.861, -2.946)
C (2.867, -2.172, -4.145)
C (3.720, -3.953, -2.620)
C (4.404, -4.150, -1.493)
C (4.476, -3.321, -0.276)
C (5.338, -3.698, 0.747)
C (5.391, -2.888, 1.869)
N (4.654, -1.787, 1.984)
C (3.866, -1.512, 0.952)
N (3.732, -2.212, -0.165)
H (2.010, -0.604, -5.349)
H (0.270, -0.066, -3.649)
H (1.631, -3.058, -1.157)
H (3.632, -2.432, -4.866)
H (3.877, -4.669, -3.421)
H (5.048, -5.022, -1.467)
H (5.946, -4.589, 0.671)
H (6.041, -3.130, 2.702)
H (3.258, -0.618, 1.034)
N (-4.021, 1.108, -3.601)
C (-3.932, 0.158, -2.452)
C (-2.555, -0.497, -2.573)
O (-2.010, -0.491, -3.660)
O (-2.114, -0.981, -1.463)
H (-4.967, 1.421, -3.803)
H (-3.612, 0.628, -4.412)
H (-3.386, 1.912, -3.386)
H (-4.730, -0.578, -2.512)
H (-4.007, 0.712, -1.521)

=====

no.,calculated total energy (eV)
1,-7762.5139
2,-148397.8755
3,-80042.8958